{
  "formula": "C28H33N5O6S",
  "method": "wB97M-V/def2-TZVPD",
  "lumo_energy_ev": 0.012,
  "de_lowest_ev": 0.435,
  "homo_energy_ev": -7.9,
  "homo_lumo_gap_ha": 0.291,
  "charge": 0,
  "e_tot_ev": -60143.5826,
  "symbols": ["C", "H", "O", "C", "C", "C", "C", "C", "C", "O", "C", "H", "H", "H", "H", "C", "N", "C", "O", "C", "C", "N", "H", "H", "C", "N", "S", "C", "O", "N", "H", "H", "C", "C", "C", "C", "C", "C", "O", "C", "H", "H", "H", "H", "H", "C", "H", "H", "H", "H", "H", "C", "O", "N", "H", "C", "H", "C", "H", "C", "C", "H", "H", "C", "H", "H", "H", "H", "H", "H", "H", "H", "H"],
  "positions_angstrom": [[6.3928, 0.6331, -1.8410], [6.2872, -0.4567, -1.8522], [5.1668, 1.2771, -2.0749], [4.1301, 1.0635, -1.1959], [4.2480, 0.2613, -0.0681], [3.1923, 0.0676, 0.8048], [1.9725, 0.6791, 0.5661], [1.8510, 1.4956, -0.5462], [2.8969, 1.6950, -1.4401], [2.5821, 2.5326, -2.4709], [3.4608, 2.7262, -3.5552], [2.9141, 3.3612, -4.2531], [4.3800, 3.2302, -3.2496], [3.7129, 1.7832, -4.0450], [0.9220, 1.9969, -0.7655], [0.8185, 0.5237, 1.5290], [-0.4900, 0.6141, 0.8750], [-0.7820, -0.1570, -0.2006], [0.0627, -0.8922, -0.7261], [-2.1415, -0.1741, -0.7083], [-2.5066, -0.8144, -1.8977], [-1.6812, -1.3910, -2.7753], [-2.0959, -1.8418, -3.5780], [-0.7057, -1.4604, -2.5294], [-3.9266, -0.7465, -2.0627], [-4.5770, -0.1433, -1.0888], [-3.5838, 0.4052, 0.0640], [-4.6359, -1.3297, -3.2167], [-4.0566, -1.9137, -4.1196], [-5.9722, -1.1593, -3.1809], [-6.3858, -0.6837, -2.3977], [-6.5451, -1.5358, -3.9164], [-1.3721, 1.5934, 1.3911], [-1.7736, 1.5301, 2.7146], [-2.5923, 2.5091, 3.2633], [-2.9929, 3.5590, 2.4514], [-2.5893, 3.6465, 1.1292], [-1.7686, 2.6723, 0.5799], [-1.3094, 2.6580, -0.7023], [-1.6943, 3.6945, -1.5721], [-1.2085, 3.4717, -2.5207], [-2.7797, 3.7144, -1.7126], [-1.3521, 4.6690, -1.2106], [-2.9111, 4.4875, 0.5361], [-3.6282, 4.3335, 2.8548], [-3.0409, 2.4103, 4.6884], [-2.2856, 1.9159, 5.2939], [-3.2415, 3.3956, 5.1020], [-3.9581, 1.8240, 4.7490], [-1.4292, 0.7068, 3.3229], [0.8562, 1.3490, 2.2509], [0.8547, -0.7796, 2.3600], [0.7165, -0.7625, 3.5687], [1.0188, -1.8794, 1.6202], [1.0071, -1.7671, 0.6096], [0.9101, -3.2239, 2.1398], [0.9896, -3.1445, 3.2267], [-0.4166, -3.8591, 1.6985], [-0.6830, -4.6675, 2.3804], [-0.0930, -4.4176, 0.3172], [1.2878, -5.0416, 0.5183], [1.1776, -6.0398, 0.9446], [1.8379, -5.1342, -0.4167], [2.0012, -4.1173, 1.5188], [2.5189, -4.6912, 2.2857], [2.7375, -3.4894, 1.0172], [-0.0419, -3.6037, -0.4074], [-0.8302, -5.1406, -0.0284], [-1.2265, -3.1305, 1.6878], [3.3331, -0.5550, 1.6745], [5.1845, -0.2274, 0.1468], [6.8413, 0.9467, -0.8926], [7.0408, 0.9388, -2.6617]]
}